[1]
{"formula": "C10H18N3O", "method": "wB97M-V/def2-TZVPD", "total_charge": 1, "e_above_lowest_kcal_mol": 30.7, "e_lumo_ev": -2.899, "orbital_gap_ha": 0.311, "species": ["C", "C", "C", "C", "C", "C", "C", "O", "H", "H", "H", "H", "H", "H", "H", "H", "C", "C", "C", "N", "N", "N", "H", "H", "H", "H", "H", "H", "H", "H", "H", "H"], "coordinates": [[-1.61736, -3.68405, 0.84240], [-1.88325, 0.03372, -1.23642], [-0.69848, -0.66699, -1.23433], [-3.00049, -0.46179, -0.55069], [-0.58426, -1.83248, -0.46397], [-2.91390, -1.63690, 0.15958], [-1.71488, -2.36194, 0.11817], [-1.86726, 1.35862, -1.60170], [0.10981, -0.28432, -1.84323], [-2.34034, 1.60023, -2.39869], [-3.89538, 0.14000, -0.64402], [0.38603, -2.30125, -0.42771], [-3.76533, -2.10690, 0.63247], [-1.92418, -3.74074, 1.88842], [-0.61633, -4.10408, 0.90159], [-2.32159, -4.29589, 0.27255], [0.71433, 1.60717, 0.81461], [0.12874, 1.88003, 2.21036], [3.00756, 1.16021, 0.12836], [2.18888, 1.65816, 1.02481], [2.53418, 0.68656, -1.03353], [4.34099, 1.36551, 0.19799], [0.41647, 0.65450, 0.38796], [0.36392, 2.39942, 0.15106], [-0.83418, 1.35329, 2.16026], [-0.23308, 2.86436, 2.31724], [2.61620, 2.09051, 1.82745], [1.66759, 1.05888, -1.38842], [3.19252, 0.42214, -1.73252], [4.69719, 1.60663, 1.09993], [4.93454, 0.96468, -0.50102], [0.58318, 1.35986, 3.04643]], "lowdin_charge": [-0.05, -0.34, -0.06, 0.00, -0.04, -0.02, -0.28, 0.02, 0.10, 0.11, 0.12, 0.11, 0.12, 0.08, 0.07, 0.09, -0.17, -0.05, -0.42, 0.10, 0.21, 0.21, 0.08, 0.13, 0.09, 0.07, 0.16, 0.11, 0.12, 0.12, 0.12, 0.09]}



[2]
{"formula": "C10H18N3OSi", "method": "wB97M-V/def2-TZVPD", "total_charge": 1, "e_above_lowest_kcal_mol": 41.7, "e_lumo_ev": -3.275, "orbital_gap_ha": 0.360, "species": ["C", "C", "C", "C", "C", "C", "C", "C", "C", "C", "N", "N", "N", "O", "Si", "H", "H", "H", "H", "H", "H", "H", "H", "H", "H", "H", "H", "H", "H", "H", "H", "H", "H"], "coordinates": [[3.24457, -0.40027, 2.49426], [3.61461, 0.84970, 0.47793], [2.76009, 0.11878, 1.27998], [1.66856, 0.77105, -0.49681], [-1.86102, -0.54130, 2.52205], [-0.01339, 1.66567, -2.91678], [-1.91993, 1.76349, -0.29832], [-1.45803, -1.74043, 1.62585], [-0.87512, -2.05505, -0.74864], [-1.02235, -1.12239, -1.98130], [3.64589, -0.78488, 3.50278], [1.61621, -0.00660, 0.59391], [2.89394, 1.19026, -0.60236], [-1.16999, -1.15478, 0.34220], [-0.83817, 0.77608, -1.46465], [4.66580, 1.06782, 0.46132], [-1.13264, 0.07164, 2.87407], [-2.47283, 0.02713, 1.85203], [-2.49260, -0.92904, 3.40736], [0.93595, 2.01767, -2.68481], [-0.04616, 1.04444, -3.91691], [-0.64141, 2.59087, -3.02348], [-2.04111, 1.50977, 0.77047], [-1.62377, 2.78565, -0.41242], [-2.86531, 1.83264, -0.75874], [-2.19169, -2.53154, 1.70347], [-0.58888, -2.19930, 1.91993], [0.03432, -2.54099, -0.46244], [-1.53893, -2.89761, -0.54704], [-0.25056, -1.34501, -2.65733], [-1.99649, -1.28297, -2.34232], [0.79164, -0.39537, 0.85799], [3.16879, 1.84485, -1.37129]], "lowdin_charge": [-0.15, 0.01, -0.23, -0.11, -0.03, -0.20, -0.14, -0.21, -0.21, -0.15, 0.19, 0.14, 0.07, -0.30, 0.94, 0.15, 0.03, 0.04, 0.13, -0.03, 0.09, 0.05, 0.04, 0.03, 0.03, 0.13, 0.09, 0.11, 0.12, 0.06, 0.07, 0.08, 0.20]}



[3]
{"formula": "C10H18NO3Si", "method": "wB97M-V/def2-TZVPD", "total_charge": 1, "e_above_lowest_kcal_mol": 0.0, "e_lumo_ev": -4.189, "orbital_gap_ha": 0.338, "smiles": "CCc1cccc[n+]1[Si](OC)(OC)OC", "species": ["C", "C", "C", "C", "C", "C", "C", "N", "Si", "O", "C", "O", "C", "O", "C", "H", "H", "H", "H", "H", "H", "H", "H", "H", "H", "H", "H", "H", "H", "H", "H", "H", "H"], "coordinates": [[2.74367, -2.13473, -0.64547], [1.49934, -1.26884, -0.35273], [1.76101, 0.15054, -0.13364], [3.01673, 0.67345, 0.00070], [3.29576, 2.05410, 0.21346], [2.14731, 2.90110, 0.18644], [0.82740, 2.40115, 0.17557], [0.48640, 1.16096, 0.02864], [-1.19841, 0.48963, -0.01412], [-1.14260, -0.35070, -1.38264], [-1.76760, -0.82809, -2.59900], [-1.93652, 1.87821, -0.13460], [-3.31160, 2.06310, 0.17943], [-1.65863, -0.33233, 1.28682], [-1.72521, -1.51780, 2.01223], [3.42902, -1.97398, 0.21592], [3.21146, -1.73839, -1.59190], [2.48805, -3.14400, -0.74076], [0.99501, -1.63191, 0.48542], [0.80446, -1.37227, -1.16293], [3.79705, -0.04309, -0.11344], [4.23920, 2.53435, 0.43073], [2.19056, 3.99139, 0.45803], [-0.03525, 3.16187, 0.45589], [-1.73492, -1.94518, -2.50031], [-1.16132, -0.37376, -3.40698], [-2.80496, -0.39831, -2.40173], [-3.80731, 2.45280, -0.65052], [-3.36033, 2.49575, 1.22858], [-3.87827, 1.11415, 0.41102], [-2.10036, -1.30353, 3.00214], [-0.81249, -2.02542, 2.10522], [-2.41407, -2.29268, 1.48730]], "lowdin_charge": [-0.05, -0.21, -0.06, -0.01, 0.04, -0.02, -0.10, 0.09, 0.18, -0.22, -0.03, -0.17, -0.08, -0.13, -0.10, 0.09, 0.11, 0.06, 0.10, 0.10, 0.10, 0.12, 0.13, 0.18, 0.10, 0.10, 0.11, 0.07, 0.12, 0.10, 0.09, 0.06, 0.13]}



[4]
{"formula": "C10H18O2Si", "method": "wB97M-V/def2-TZVPD", "total_charge": 0, "e_above_lowest_kcal_mol": 58.3, "e_lumo_ev": 0.785, "orbital_gap_ha": 0.318, "species": ["C", "C", "C", "C", "C", "C", "C", "C", "C", "C", "O", "O", "Si", "H", "H", "H", "H", "H", "H", "H", "H", "H", "H", "H", "H", "H", "H", "H", "H", "H", "H"], "coordinates": [[-2.09860, 1.87446, -0.32326], [-1.57384, 1.62120, -1.52672], [-1.21786, -0.16186, 0.86818], [-1.35958, -1.07368, 1.83024], [-1.90015, 1.10418, 0.96619], [-0.40241, -0.57694, -0.33262], [-1.68649, -2.40147, -1.01482], [2.07212, -0.56654, 1.60479], [1.65358, 2.11725, -0.19889], [2.56082, -0.62528, -1.45937], [-0.72956, 0.60374, -1.71438], [-0.39144, -1.76202, -0.81884], [1.44494, 0.11842, -0.13465], [-2.74542, 2.79812, -0.22004], [-1.63072, 2.15100, -2.41343], [-0.53915, -1.82851, 1.92263], [-1.86049, -0.84543, 2.77772], [-1.30671, 1.70281, 1.72721], [-2.78868, 0.94863, 1.55075], [-1.40647, -3.25422, -1.77456], [-2.51927, -1.88648, -1.40295], [-2.03818, -2.80834, -0.03313], [2.08116, 0.18160, 2.41405], [1.43510, -1.39282, 1.94554], [3.03628, -1.15906, 1.44972], [2.76389, 2.24421, -0.05476], [1.65603, 2.72503, -1.11546], [1.16499, 2.54030, 0.62727], [2.65901, 0.06332, -2.37008], [3.51566, -0.76252, -1.06660], [2.15144, -1.68911, -1.70972]], "lowdin_charge": [-0.09, -0.23, -0.31, 0.05, -0.18, -0.37, -0.02, -0.17, -0.15, -0.19, -0.12, -0.09, 0.72, 0.11, 0.09, 0.08, 0.08, 0.14, 0.11, 0.13, 0.07, 0.09, 0.03, -0.01, 0.05, 0.03, 0.03, -0.02, 0.06, -0.02, 0.07]}